Entry 1:
{"formula": "C5H11NO2", "method": "wB97M-V/def2-TZVPD", "smiles": "C[C@@H]1O[C@H](O)CN1C", "fmax_ev_per_a": 2.474, "homo_lumo_gap_ev": 9.40, "symbols": ["C", "C", "O", "C", "O", "C", "N", "C", "H", "H", "H", "H", "H", "H", "H", "H", "H", "H", "H"], "xyz": [[1.073, -1.875, -0.033], [0.256, -0.709, -0.569], [1.134, 0.304, -1.025], [0.548, 1.610, -0.680], [1.663, 2.388, -0.550], [-0.221, 1.287, 0.616], [-0.569, -0.117, 0.481], [-1.950, -0.504, 0.582], [0.419, -2.708, 0.218], [1.777, -2.202, -0.797], [1.621, -1.560, 0.851], [-0.391, -1.049, -1.397], [-0.086, 1.991, -1.492], [2.313, 1.629, -0.302], [0.449, 1.427, 1.476], [-1.106, 1.916, 0.741], [-2.607, 0.116, -0.038], [-2.254, -0.401, 1.622], [-2.070, -1.544, 0.296]], "atomic_forces_ev_per_a": [[-0.03, 0.20, -0.48], [-0.25, -0.43, 0.19], [-1.31, 0.41, 0.23], [0.09, -1.41, -0.14], [1.86, -1.11, 0.80], [0.16, -0.21, -0.21], [0.50, 0.11, 0.02], [0.16, 0.30, 0.05], [-0.03, -0.01, 0.07], [0.08, -0.13, -0.03], [0.01, 0.03, 0.09], [0.11, 0.04, -0.01], [0.07, -0.12, 0.14], [-0.92, 2.25, -0.44], [-0.07, 0.27, -0.16], [0.03, -0.02, -0.01], [-0.20, -0.01, -0.12], [-0.25, -0.07, 0.03], [0.00, -0.11, -0.02]], "mulliken_charge": [-1.3519, 0.1034, -0.4931, 0.2212, -0.5670, -0.6828, 0.0599, -1.0577, 0.3410, 0.3679, 0.3395, 0.3309, 0.3650, 0.3909, 0.2036, 0.3609, 0.3470, 0.3449, 0.3764]}


Entry 2:
{"formula": "C18H22N2O4S", "method": "wB97M-V/def2-TZVPD", "smiles": "COc1ccccc1N(CC(=O)Nc1c(C)cccc1C)S(C)(=O)=O", "fmax_ev_per_a": 0.906, "homo_lumo_gap_ev": 9.48, "symbols": ["C", "O", "C", "C", "C", "C", "C", "C", "N", "C", "C", "O", "N", "C", "C", "C", "C", "C", "C", "C", "C", "S", "C", "O", "O", "H", "H", "H", "H", "H", "H", "H", "H", "H", "H", "H", "H", "H", "H", "H", "H", "H", "H", "H", "H", "H", "H"], "xyz": [[1.240, 2.444, -3.002], [1.094, 1.103, -3.443], [2.189, 0.313, -3.145], [3.140, 0.070, -4.126], [4.257, -0.696, -3.847], [4.432, -1.222, -2.579], [3.477, -1.008, -1.602], [2.343, -0.253, -1.874], [1.390, -0.070, -0.857], [-0.023, -0.205, -1.124], [-0.689, -0.653, 0.176], [-0.172, -1.487, 0.893], [-1.888, -0.084, 0.412], [-2.647, -0.283, 1.594], [-3.130, -1.552, 1.913], [-2.874, -2.727, 1.022], [-3.872, -1.701, 3.079], [-4.141, -0.620, 3.894], [-3.673, 0.637, 3.553], [-2.920, 0.824, 2.403], [-2.403, 2.180, 2.031], [1.797, 0.933, 0.415], [2.355, -0.144, 1.746], [2.898, 1.759, 0.008], [0.586, 1.594, 0.823], [1.473, 2.499, -1.934], [2.035, 2.949, -3.561], [0.288, 2.933, -3.203], [2.994, 0.505, -5.103], [4.995, -0.871, -4.616], [5.309, -1.809, -2.352], [3.590, -1.438, -0.620], [-0.469, 0.726, -1.492], [-0.155, -0.985, -1.879], [-2.101, 0.763, -0.095], [-1.836, -3.042, 1.116], [-3.046, -2.463, -0.020], [-3.520, -3.559, 1.291], [-4.247, -2.680, 3.341], [-4.720, -0.753, 4.796], [-3.886, 1.483, 4.189], [-2.954, 2.579, 1.177], [-1.348, 2.132, 1.763], [-2.524, 2.872, 2.860], [2.326, 0.441, 2.657], [3.365, -0.457, 1.522], [1.666, -0.978, 1.800]], "atomic_forces_ev_per_a": [[0.01, 0.34, 0.09], [0.25, -0.60, 0.04], [-0.07, 0.09, 0.07], [-0.16, 0.06, 0.02], [-0.01, 0.03, 0.02], [0.09, -0.05, 0.08], [-0.06, -0.01, -0.24], [0.46, -0.11, -0.55], [0.02, 0.67, 0.60], [-0.32, 0.04, 0.24], [-0.08, -0.25, -0.35], [-0.09, -0.09, 0.06], [-0.50, 0.26, -0.07], [-0.16, -0.14, 0.35], [0.00, 0.02, -0.05], [0.09, -0.06, 0.06], [0.03, 0.04, 0.00], [-0.02, 0.01, 0.04], [-0.02, -0.04, -0.02], [0.06, -0.08, -0.04], [0.08, -0.03, 0.01], [0.60, 0.17, 0.29], [-0.35, 0.33, -0.58], [0.14, -0.27, 0.01], [-0.11, -0.28, 0.05], [-0.03, 0.01, -0.11], [-0.04, -0.02, 0.04], [0.05, 0.04, 0.02], [-0.05, 0.05, -0.08], [0.06, -0.02, -0.07], [0.06, -0.06, 0.02], [0.00, -0.09, 0.11], [0.01, -0.18, -0.02], [0.00, 0.09, 0.10], [0.16, -0.12, -0.05], [-0.01, -0.07, -0.05], [-0.01, -0.04, -0.09], [-0.07, -0.04, -0.03], [-0.03, -0.11, 0.00], [-0.05, -0.01, 0.08], [0.00, 0.10, 0.05], [-0.01, 0.12, -0.07], [-0.06, 0.09, 0.02], [-0.03, 0.08, 0.01], [0.02, 0.20, 0.10], [0.19, -0.03, -0.08], [-0.04, -0.07, 0.02]], "mulliken_charge": [-0.6401, -0.5072, 0.7119, -0.4700, -0.4344, -0.7856, -0.5167, -0.4724, 0.4753, -0.2225, 0.3251, -0.7632, -0.0670, 0.2031, 1.0504, -1.4487, -0.8426, -0.7744, -0.8530, 0.9610, -1.2984, 1.1681, -1.0193, -0.6659, -0.6732, 0.1844, 0.3746, 0.2422, 0.4594, 0.3907, 0.3977, 0.4191, 0.2434, 0.3844, 0.3251, 0.2455, 0.3180, 0.4576, 0.3769, 0.3836, 0.3768, 0.3621, 0.1689, 0.3987, 0.4460, 0.3914, 0.2134]}


Entry 3:
{"formula": "C24H68AlN3O31P7S", "method": "wB97M-V/def2-TZVPD", "fmax_ev_per_a": 10.352, "homo_lumo_gap_ev": 2.78, "total_charge": -1, "symbols": ["C", "C", "O", "N", "C", "C", "O", "Al", "C", "O", "N", "O", "P", "N", "O", "S", "C", "O", "O", "H", "H", "H", "H", "H", "H", "H", "H", "H", "H", "H", "H", "H", "H", "C", "O", "P", "O", "O", "C", "O", "C", "H", "H", "H", "H", "H", "H", "H", "H", "H", "C", "O", "P", "O", "O", "C", "O", "C", "H", "H", "H", "H", "H", "H", "H", "H", "H", "C", "O", "P", "O", "O", "C", "O", "C", "H", "H", "H", "H", "H", "H", "H", "H", "H", "C", "O", "P", "O", "O", "C", "O", "C", "H", "H", "H", "H", "H", "H", "H", "H", "H", "C", "O", "P", "O", "O", "C", "O", "C", "H", "H", "H", "H", "H", "H", "H", "H", "H", "C", "O", "P", "O", "O", "C", "O", "C", "H", "H", "H", "H", "H", "H", "H", "H", "H"], "xyz": [[5.329, -4.230, 0.244], [4.414, -2.975, 0.763], [4.364, -2.816, 2.117], [3.621, -1.999, -0.045], [4.225, -1.588, -1.349], [4.143, 0.045, -1.706], [4.775, -2.351, -2.293], [1.739, -2.315, -0.089], [1.267, -3.271, -1.839], [-0.059, -2.813, -2.286], [-0.647, -3.781, -3.017], [0.127, -4.121, -3.925], [0.735, -0.173, 0.059], [-0.963, -0.226, -0.492], [0.837, 0.228, 1.775], [0.886, -3.538, 1.637], [-0.952, -3.034, 1.773], [1.497, -3.238, 3.030], [0.863, -5.080, 1.353], [5.178, -4.529, -0.881], [6.468, -3.879, 0.329], [5.257, -5.159, 0.990], [3.637, 0.612, -0.786], [3.337, 0.125, -2.582], [5.179, 0.489, -2.016], [2.114, -3.013, -2.621], [1.278, -4.440, -1.601], [-1.337, -1.204, -0.497], [-1.100, 0.257, -1.412], [1.629, -0.294, 2.095], [-1.555, -3.712, 2.512], [-1.474, -3.014, 0.716], [-0.957, -1.919, 2.196], [11.988, -2.243, 2.830], [12.199, -3.351, 1.975], [10.968, -3.937, 0.910], [9.903, -3.032, 1.544], [10.979, -5.389, 1.683], [10.439, -5.468, 2.991], [9.737, -4.523, -0.155], [10.249, -5.229, -1.271], [12.965, -1.824, 3.085], [11.403, -1.451, 2.354], [11.509, -2.581, 3.751], [9.589, -4.795, 3.132], [11.219, -5.233, 3.723], [10.093, -6.489, 3.167], [10.811, -6.104, -0.940], [10.898, -4.568, -1.856], [9.417, -5.558, -1.896], [-5.673, -8.661, -2.670], [-4.551, -8.973, -1.866], [-3.468, -7.755, -1.286], [-4.116, -6.676, -2.165], [-2.227, -8.454, -2.109], [-2.209, -8.359, -3.523], [-2.386, -6.536, -0.707], [-1.688, -6.916, 0.466], [-6.393, -9.478, -2.574], [-6.174, -7.741, -2.353], [-5.365, -8.596, -3.715], [-2.620, -7.411, -3.882], [-2.775, -9.191, -3.953], [-1.173, -8.428, -3.865], [-1.079, -7.802, 0.274], [-2.405, -7.123, 1.267], [-1.035, -6.098, 0.772], [-7.000, 2.099, -2.498], [-6.707, 1.181, -3.534], [-5.152, 0.440, -3.692], [-4.541, 1.351, -2.619], [-4.961, 1.136, -5.171], [-4.741, 2.534, -5.241], [-3.597, -0.302, -3.850], [-3.631, -1.534, -4.548], [-8.084, 2.116, -2.359], [-6.549, 1.812, -1.543], [-6.678, 3.099, -2.795], [-4.154, 2.907, -4.397], [-5.703, 3.054, -5.278], [-4.189, 2.756, -6.159], [-4.004, -1.385, -5.562], [-4.275, -2.240, -4.013], [-2.620, -1.941, -4.600], [3.556, -0.516, 5.549], [3.707, 0.786, 6.084], [3.709, 2.196, 5.082], [3.764, 1.358, 3.798], [5.241, 2.549, 5.569], [6.306, 1.735, 5.108], [3.712, 3.607, 4.081], [3.331, 4.785, 4.769], [3.191, -1.168, 6.347], [2.828, -0.553, 4.733], [4.529, -0.888, 5.220], [6.140, 1.369, 4.090], [6.438, 0.887, 5.786], [7.224, 2.328, 5.107], [4.026, 4.987, 5.586], [2.316, 4.667, 5.162], [3.349, 5.625, 4.072], [-3.944, 4.638, -2.046], [-3.793, 5.939, -1.511], [-3.791, 7.350, -2.513], [-3.736, 6.511, -3.797], [-2.259, 7.703, -2.026], [-1.194, 6.889, -2.487], [-3.788, 8.760, -3.514], [-4.169, 9.938, -2.826], [-4.309, 3.986, -1.248], [-4.672, 4.600, -2.862], [-2.971, 4.265, -2.375], [-1.360, 6.523, -3.505], [-1.062, 6.041, -1.809], [-0.276, 7.481, -2.488], [-3.474, 10.141, -2.009], [-5.184, 9.820, -2.433], [-4.151, 10.778, -3.523], [-4.988, 6.242, 1.200], [-5.733, 6.850, 2.238], [-7.209, 6.168, 2.830], [-7.254, 5.132, 1.700], [-8.029, 7.517, 2.366], [-8.229, 7.749, 0.982], [-8.684, 5.486, 3.423], [-8.992, 5.880, 4.748], [-3.957, 6.597, 1.274], [-4.968, 5.151, 1.281], [-5.389, 6.553, 0.233], [-8.366, 6.821, 0.420], [-7.375, 8.301, 0.577], [-9.129, 8.356, 0.855], [-9.110, 6.963, 4.804], [-8.191, 5.557, 5.421], [-9.927, 5.405, 5.052]], "atomic_forces_ev_per_a": [[1.10, 0.38, -0.12], [-0.15, 0.29, 6.19], [0.14, -0.89, -8.20], [2.93, -1.59, -1.18], [1.82, -1.40, -3.78], [-1.73, -0.69, 0.73], [-2.80, 3.57, 5.61], [-0.15, 0.82, -1.24], [2.46, -0.43, 0.29], [0.16, -0.81, 1.67], [2.59, -0.24, -4.23], [-2.93, -0.13, 2.41], [-0.33, 0.98, -0.11], [0.84, -1.11, 0.27], [0.47, -1.29, -1.08], [-0.38, -4.05, 4.59], [-0.78, 1.51, -0.03], [-1.72, -0.16, -3.59], [-0.08, 3.79, 0.09], [-0.02, 0.68, 2.33], [-2.45, -0.56, -0.16], [-0.28, 2.32, -1.66], [1.40, -1.20, -2.01], [1.99, -0.15, 1.72], [-2.03, -1.12, 0.60], [-1.87, -0.78, 1.31], [-0.26, 2.45, -0.85], [0.22, 1.51, -0.32], [0.26, -0.76, 1.45], [-1.24, 0.79, -0.24], [1.52, 1.01, -1.44], [1.14, -0.28, 2.01], [0.11, -2.40, -0.94], [0.30, 0.83, -0.52], [1.49, -1.40, -2.04], [-6.78, 1.22, 7.72], [1.12, 0.21, -1.16], [0.79, -0.32, -1.68], [0.18, 0.19, 0.78], [3.11, 0.34, -1.58], [-0.06, -0.38, -0.64], [0.07, -0.20, -0.14], [-0.16, -0.27, 0.20], [-0.31, -0.06, -0.24], [0.16, 0.07, -0.23], [-0.13, 0.01, 0.03], [0.21, 0.05, -0.28], [0.05, -0.15, -0.10], [-0.09, -0.23, -0.22], [0.02, 0.09, 0.11], [-0.69, 0.15, 0.66], [1.09, -1.22, 2.31], [-0.11, 4.54, -9.29], [-0.49, -0.59, 1.33], [0.29, -0.38, 1.67], [-0.32, -0.32, -0.56], [-1.29, -2.39, 2.36], [0.66, 0.18, 0.81], [0.18, -0.10, 0.13], [0.27, 0.00, -0.25], [0.17, 0.31, 0.11], [-0.06, -0.06, 0.27], [0.01, 0.09, -0.08], [-0.06, -0.08, 0.34], [0.14, -0.04, 0.10], [0.22, 0.03, 0.14], [0.03, -0.07, -0.08], [-0.38, -0.57, 0.81], [-0.51, -2.43, -1.51], [4.28, 9.16, 2.07], [-0.79, -1.24, 0.05], [-0.26, -1.80, -0.34], [-0.41, 0.67, 0.04], [-2.71, -2.19, -0.22], [0.30, -0.77, -0.32], [0.03, -0.15, -0.18], [0.15, 0.22, -0.23], [0.34, -0.14, 0.02], [-0.12, -0.26, 0.00], [0.12, 0.08, 0.05], [-0.15, -0.31, 0.03], [0.01, -0.09, -0.14], [0.25, -0.19, -0.18], [-0.08, 0.09, 0.09], [-1.09, -0.39, -0.08], [-0.63, 2.39, 1.90], [5.69, -5.53, -6.63], [-1.11, 0.64, 0.97], [-0.96, 1.35, 0.84], [0.29, -0.72, 0.13], [-1.99, 0.53, 2.76], [-0.13, 0.57, 0.00], [0.00, 0.23, 0.09], [0.37, -0.03, -0.06], [-0.05, 0.29, -0.33], [-0.25, 0.06, 0.14], [0.04, -0.01, -0.15], [-0.25, 0.15, 0.19], [0.03, 0.18, 0.11], [0.03, 0.33, 0.00], [0.00, -0.11, 0.00], [-1.07, -0.50, 0.11], [-0.68, 2.38, 1.63], [6.06, -5.34, -6.43], [-1.21, 0.55, 0.83], [-1.20, 1.39, 0.77], [0.41, -0.82, 0.17], [-2.07, 0.43, 2.72], [-0.11, 0.65, 0.05], [0.04, 0.19, 0.03], [0.34, 0.06, -0.02], [-0.03, 0.26, -0.26], [-0.25, 0.09, 0.14], [0.05, 0.01, -0.16], [-0.28, 0.14, 0.20], [0.01, 0.17, 0.09], [0.03, 0.33, 0.00], [0.00, -0.12, 0.00], [0.77, -0.60, 0.43], [-0.49, 1.14, 2.83], [-2.33, -1.96, -9.83], [0.61, 0.07, 1.41], [-0.03, 0.13, 1.77], [0.39, 0.23, -0.56], [2.11, 0.96, 2.57], [-0.37, 0.01, 0.60], [-0.14, 0.09, 0.15], [-0.22, 0.18, -0.23], [-0.33, -0.26, 0.21], [0.14, -0.04, 0.25], [-0.07, -0.07, -0.08], [0.13, 0.00, 0.33], [-0.08, 0.10, 0.15], [-0.26, 0.05, 0.20], [0.09, -0.01, -0.09]], "mulliken_charge": [-0.7781, 0.1344, -0.5252, 0.9160, 0.2627, -0.7008, -0.5994, -0.7410, -0.3835, 0.0436, 0.1795, -0.3595, 0.1990, -0.3403, -0.5377, 1.0278, -0.8114, -0.6010, -0.7525, 0.2636, 0.1931, 0.2775, 0.1635, 0.1875, 0.3191, 0.2653, 0.2990, 0.1285, 0.2524, 0.2304, 0.3502, 0.1440, 0.3063, -0.5297, -0.4067, 0.9047, -0.6275, -0.3520, -0.5906, -0.0683, -0.7652, 0.2487, 0.2710, 0.2548, 0.3273, 0.2121, 0.2614, 0.3170, 0.3163, 0.2295, -0.5371, -0.4178, 0.8584, -0.6691, -0.3225, -0.6103, -0.0054, -0.3149, 0.2522, 0.2678, 0.2475, 0.3067, 0.2232, 0.2730, 0.2968, 0.3066, -0.1558, -0.4048, -0.4440, 0.9488, -0.5827, -0.4004, -0.3609, -0.1868, -0.7100, 0.2931, 0.2557, 0.1444, 0.0518, 0.2330, 0.3543, 0.3075, 0.3684, 0.1533, -0.3664, -0.4288, 0.9254, -0.5247, -0.3739, -0.5425, -0.2589, -0.7375, 0.2664, 0.1442, 0.2651, 0.2841, 0.2196, 0.2593, 0.3120, 0.3086, 0.2376, -0.6046, -0.3351, 1.0612, -0.7146, -0.3490, -0.6264, -0.2690, -0.7390, 0.3830, 0.2463, 0.2795, 0.3325, 0.2185, 0.2596, 0.3064, 0.3013, 0.2428, -0.4536, -0.4397, 0.9627, -0.6087, -0.3715, -0.5168, -0.2483, -0.7158, 0.3460, 0.2743, 0.1585, 0.3123, 0.1524, 0.2760, 0.3064, 0.3090, 0.2380]}


no.,DFT total energy (eV),M (g/mol),HOMO energy (eV)
1,-10947.5883,117.15,-8.41
2,-41028.4316,362.45,-8.81
3,-176365.7829,1170.67,-4.40